[1]
The following is a quantum chemistry calculation of C51H46AsCl5GeN3OPSSe3Sn as an isolated structure, from the Open Molecules 2025 dataset.

```
114
Properties=species:S:1:pos:R:3:mulliken_charge:R:1
Sn -0.08 -0.34 -0.24 1.0761
Se -1.31 -1.15 2.05 -0.0996
P -3.00 -2.38 1.27 0.5367
Se -3.02 -2.80 -0.80 -0.4278
C -2.92 -3.90 2.29 0.7813
C -2.75 -3.82 3.67 -0.2142
C -2.67 -4.97 4.43 -0.8079
C -2.75 -6.22 3.82 -0.4630
C -2.91 -6.30 2.45 -0.5385
C -3.00 -5.15 1.68 -0.5545
C -4.53 -1.54 1.81 0.3077
C -4.63 -0.95 3.07 -0.0840
C -5.79 -0.29 3.44 -0.8160
C -6.85 -0.19 2.55 -0.4512
C -6.75 -0.77 1.29 -0.6946
C -5.60 -1.45 0.93 -0.2482
H -2.64 -2.85 4.14 0.1844
H -2.56 -4.91 5.51 0.3947
H -2.67 -7.12 4.41 0.3785
H -2.98 -7.27 1.97 0.3964
H -3.13 -5.21 0.61 0.2774
H -3.79 -0.98 3.75 0.2302
H -5.87 0.16 4.42 0.4105
H -7.75 0.34 2.83 0.4037
H -7.57 -0.69 0.59 0.4299
H -5.52 -1.90 -0.05 0.3100
N -1.18 0.31 -4.88 0.0234
C -2.25 1.14 -4.61 0.3022
C -2.93 2.08 -5.37 -1.1996
C -4.00 2.71 -4.77 -0.5559
C -4.41 2.37 -3.47 -0.4583
C -3.72 1.44 -2.71 -0.7820
C -2.59 0.85 -3.28 0.3526
N -1.72 -0.08 -2.75 0.1343
C -0.92 -0.40 -3.73 0.1240
C 0.04 -1.48 -3.63 -0.2612
C 0.87 -1.94 -4.61 -0.3253
S 1.68 -3.34 -4.09 -0.1760
C 0.89 -3.21 -2.57 -0.4032
N 0.07 -2.22 -2.47 0.2692
H -0.71 0.20 -5.76 0.1919
H -2.64 2.32 -6.39 0.4049
H -4.55 3.46 -5.31 0.3919
H -5.29 2.85 -3.05 0.4513
H -4.03 1.16 -1.71 0.5917
H 1.04 -1.54 -5.60 0.3278
H 1.06 -3.94 -1.79 0.4953
Cl 1.93 -1.67 2.44 -0.1427
C 1.82 0.06 2.49 1.0247
C 1.30 0.76 1.39 -1.2421
C 1.47 2.14 1.45 1.0761
Cl 1.25 3.04 -0.02 -0.2779
C 1.94 2.81 2.57 -0.2774
Cl 2.10 4.53 2.56 -0.1574
C 2.31 2.09 3.69 0.1633
Cl 2.82 2.90 5.12 -0.2059
C 2.29 0.70 3.64 -0.0975
Cl 2.85 -0.21 4.99 -0.1984
O 2.37 -1.14 -0.80 0.3639
As 3.98 -1.21 -0.41 0.5656
C 4.76 0.19 0.66 0.7303
C 5.50 -0.10 1.80 -0.7456
C 6.03 0.92 2.56 -0.9028
C 5.82 2.24 2.19 -0.6404
C 5.08 2.54 1.05 -1.3399
C 4.55 1.52 0.29 -0.2131
C 4.88 -1.10 -2.13 0.3758
C 5.05 -2.27 -2.86 -0.4371
C 5.46 -2.22 -4.19 -0.8181
C 5.68 -0.99 -4.80 -0.4772
C 5.50 0.18 -4.08 -0.8647
C 5.11 0.13 -2.75 -0.0676
C 4.58 -2.92 0.23 0.1074
C 5.96 -3.14 0.32 -0.0649
C 6.43 -4.42 0.59 -0.8037
C 5.54 -5.47 0.74 -0.5342
C 4.17 -5.25 0.65 -0.8829
C 3.69 -3.97 0.40 -0.1854
H 5.63 -1.13 2.11 0.4430
H 6.59 0.69 3.46 0.4277
H 6.21 3.05 2.80 0.4113
H 4.91 3.57 0.77 0.4294
H 3.93 1.74 -0.57 0.6289
H 4.87 -3.23 -2.39 0.4223
H 5.59 -3.14 -4.75 0.4156
H 5.98 -0.95 -5.84 0.4001
H 5.67 1.14 -4.56 0.4325
H 4.98 1.05 -2.20 0.2836
H 6.64 -2.32 0.17 0.4871
H 7.50 -4.59 0.66 0.4107
H 5.92 -6.47 0.93 0.3964
H 3.48 -6.07 0.77 0.4512
H 2.63 -3.77 0.34 0.4239
C -4.67 5.33 1.05 -1.2432
Ge -2.87 5.53 0.28 0.7446
C -2.86 6.85 -1.18 -1.2350
C -1.59 5.93 1.71 -1.2040
C -2.31 3.84 -0.59 -0.5484
Se -1.94 2.35 0.62 -0.0891
C -3.77 1.88 1.08 -0.2990
H -5.04 6.28 1.43 0.4013
H -4.64 4.62 1.88 0.3612
H -5.38 4.96 0.31 0.3568
H -3.15 7.84 -0.84 0.3824
H -3.54 6.54 -1.97 0.3545
H -1.85 6.92 -1.60 0.3612
H -1.96 6.73 2.36 0.4560
H -0.62 6.22 1.31 0.2920
H -1.46 5.03 2.31 0.3391
H -1.38 4.02 -1.13 0.4643
H -3.04 3.49 -1.32 -0.1925
H -4.46 2.47 0.48 0.4458
H -3.94 2.06 2.13 0.4568
H -3.92 0.82 0.87 -0.5154
```

Its LUMO energy is 0.27 eV. The value obtained for the gap between HOMO and LUMO is 0.271 hartree. The total energy comes out at -16982.3867 hartree. The molar mass is 1460.38 g/mol. Its charge is 0. The value obtained for the HOMO energy is -0.261 Ha.

---

[2]
The following is a quantum chemistry calculation of a single C2H2F3P molecule at a distorted geometry, from the Open Molecules 2025 dataset.

```
8
Properties=species:S:1:pos:R:3:mulliken_charge:R:1
C 0.52 0.41 0.58 -0.3581
C -0.76 0.00 -0.02 0.6886
F 1.26 1.25 -0.13 -0.2275
F -1.28 0.57 -1.12 -0.2204
F -1.70 -0.28 0.99 -0.2418
P 0.34 -1.52 -0.28 -0.1044
H 0.80 0.57 1.56 0.3948
H 0.83 -1.01 -1.59 0.0688
```

Its LUMO energy is 0.46 eV. The value obtained for the gap between HOMO and LUMO is 0.381 hartree. The total energy comes out at -718.2727 hartree. The molar mass is 114.01 g/mol. Its charge is 0. For the energy above the lowest of the compared OMol25 structures with the same formula, charge and spin, the calculation gives 121.1 kJ/mol. The value obtained for the HOMO energy is -0.364 Ha.

---

[3]
The following is a quantum chemistry calculation of C9H8MnN2O4 as an isolated structure at a distorted geometry, from the Open Molecules 2025 dataset.

```
24
Properties=species:S:1:pos:R:3:mulliken_charge:R:1
Mn 0.02 0.07 -0.04 0.3186
O 0.11 3.04 0.05 -0.1279
C 0.09 1.88 -0.11 0.5167
C -0.07 -1.72 -0.11 0.5192
O -0.13 -2.89 0.03 -0.1603
C 1.83 0.00 -0.25 0.3716
O 2.99 -0.08 -0.11 -0.1370
C -1.79 0.17 -0.29 0.2242
O -2.95 0.20 -0.16 -0.1231
C 0.05 0.72 -4.79 -0.2461
H -0.84 1.34 -4.90 0.3624
H 1.00 1.25 -4.88 0.3616
C -0.01 -0.60 -4.85 -0.2251
H 0.89 -1.22 -4.99 0.3627
H -0.96 -1.13 -5.01 0.3612
N -0.55 -1.02 2.69 -0.2442
C -0.39 -0.76 3.99 -0.0132
C 0.30 0.43 4.16 -0.7355
C 0.54 0.88 2.86 -0.2647
N 0.01 -0.01 1.93 0.2966
H -1.03 -1.85 2.32 0.2175
H -0.76 -1.41 4.76 0.5077
H 0.58 0.91 5.10 0.4171
H 1.07 1.79 2.60 0.4399
```

Its LUMO energy (spin up / spin down) is -11.43 / -18.09 eV. The value obtained for the gap between HOMO and LUMO (spin up / spin down) is 0.327 / 0.080 hartree. The total energy comes out at -1907.7965 hartree. The molar mass is 263.11 g/mol. Its charge is +3. For the energy above the lowest of the compared OMol25 structures with the same formula, charge and spin, the calculation gives 281.1 kJ/mol. The value obtained for the HOMO energy (spin up / spin down) is -0.747 / -0.745 Ha. Its multiplicity is 5.

---

[4]
The following is a quantum chemistry calculation of C47H47AsCl5N12O6RbS as an isolated structure, from the Open Molecules 2025 dataset.

```
120
Properties=species:S:1:pos:R:3:mulliken_charge:R:1
Rb -0.33 0.34 0.50 0.3454
N 0.39 -2.56 0.27 -0.1025
N 0.93 -2.78 -1.02 0.1273
C 1.26 -1.64 -1.79 0.0108
O 1.32 -1.83 -3.04 -0.8042
O 1.51 -0.57 -1.18 -0.0977
H 0.69 -3.30 0.89 0.1892
H -0.63 -2.57 0.21 -0.0072
H 0.41 -3.44 -1.59 0.3438
Cl -1.65 1.58 3.37 -0.0572
C -0.56 0.58 4.35 0.2228
C -0.09 -0.59 3.79 -0.6545
C 0.66 -1.37 4.65 0.4108
Cl 1.24 -2.93 4.06 -0.2265
C 0.95 -1.03 5.97 -0.3155
Cl 1.89 -2.06 7.00 -0.2302
C 0.46 0.18 6.47 0.4119
Cl 0.81 0.64 8.10 -0.2429
C -0.31 1.00 5.66 -0.0869
Cl -0.95 2.48 6.29 -0.2145
C -3.54 -0.96 4.51 0.4266
N -3.59 -1.97 3.47 1.0980
C -2.70 -2.19 2.50 0.3523
N -3.15 -3.13 1.69 -0.5224
C -4.35 -3.45 2.24 -0.3890
N -4.67 -2.77 3.32 -1.1114
C -4.57 0.13 4.34 0.4088
C -4.86 0.97 5.42 -0.9960
C -5.79 1.99 5.29 -0.7071
C -6.47 2.17 4.09 -1.0415
C -6.19 1.33 3.02 -0.0994
C -5.23 0.33 3.14 0.6154
C -6.91 1.47 1.76 0.5186
N -7.82 2.31 1.41 -0.5621
N -8.18 1.98 0.11 -0.6985
C -7.45 0.97 -0.22 0.5985
O -6.64 0.58 0.79 0.0189
C -7.33 0.24 -1.48 0.2011
C -7.85 0.75 -2.66 -1.0156
C -7.55 0.13 -3.86 -0.7186
C -6.71 -0.97 -3.89 -0.7483
C -6.20 -1.50 -2.71 0.9935
C -5.22 -2.65 -2.72 -1.4812
N -3.84 -2.22 -2.52 1.3444
C -3.25 -1.64 -1.47 -0.9489
N -1.95 -1.55 -1.66 0.1364
C -1.79 -2.09 -2.90 -0.6610
N -2.91 -2.52 -3.46 -1.2464
C -6.54 -0.91 -1.51 0.1925
H -2.53 -0.54 4.47 -0.8220
H -3.67 -1.44 5.48 0.4295
H -1.75 -1.65 2.47 0.1944
H -5.01 -4.20 1.83 0.4856
H -4.34 0.82 6.36 0.4616
H -5.99 2.64 6.13 0.3647
H -7.21 2.95 3.98 0.5028
H -5.00 -0.29 2.28 0.3668
H -8.44 1.66 -2.63 0.4849
H -7.94 0.54 -4.79 0.3743
H -6.43 -1.42 -4.84 0.3998
H -5.23 -3.15 -3.69 0.4128
H -5.48 -3.38 -1.96 0.3085
H -3.79 -1.24 -0.62 0.5083
H -0.83 -2.15 -3.38 0.8052
H -6.13 -1.29 -0.58 0.4677
C 1.61 3.53 -3.67 -1.1950
As 1.59 2.03 -2.43 1.1102
C 3.06 0.97 -3.08 -0.8756
C -0.10 1.23 -2.92 -0.4948
S 1.84 2.81 -0.48 -0.5444
H 1.51 3.17 -4.69 0.3588
H 2.54 4.08 -3.54 0.3911
H 0.77 4.18 -3.42 0.1992
H 2.71 0.34 -3.90 0.3709
H 3.38 0.34 -2.26 -0.2323
H 3.85 1.65 -3.40 0.5378
H -0.69 2.02 -3.37 0.4057
H -0.64 0.81 -2.08 -0.4411
H 0.11 0.42 -3.62 0.4961
C 6.98 -5.11 -2.76 -1.1303
C 6.52 -3.77 -3.31 -0.8677
N 5.66 -3.04 -2.38 0.4242
C 4.24 -2.94 -2.72 0.4070
C 3.52 -4.28 -2.71 -1.0067
C 6.27 -2.39 -1.36 0.1468
O 7.49 -2.41 -1.22 -0.7055
C 5.38 -1.64 -0.42 0.4327
C 5.33 -0.25 -0.46 -0.3078
C 4.47 0.41 0.40 -0.4933
C 3.71 -0.35 1.28 -0.3472
N 3.78 -1.67 1.37 -0.4320
C 4.59 -2.29 0.52 -0.0341
H 7.62 -5.62 -3.48 0.3807
H 6.12 -5.75 -2.54 0.2697
H 7.54 -4.96 -1.84 0.3060
H 5.95 -3.91 -4.23 0.4159
H 7.39 -3.15 -3.53 0.4407
H 4.15 -2.47 -3.71 0.2720
H 3.75 -2.27 -2.02 -0.7406
H 3.97 -4.98 -3.42 0.4081
H 2.48 -4.11 -2.98 0.2222
H 3.55 -4.72 -1.71 0.2169
H 5.94 0.29 -1.17 0.4536
H 4.34 1.48 0.36 0.4693
H 3.00 0.15 1.93 0.4132
H 4.62 -3.38 0.58 0.3538
O -4.74 1.14 -1.20 -0.1985
C -3.63 1.61 -0.89 -0.8652
O -2.86 1.22 0.02 -0.2988
C -3.12 2.78 -1.73 0.2640
C -2.03 3.54 -1.30 -0.0215
C -1.54 4.57 -2.08 -0.6616
C -2.11 4.85 -3.31 -0.3144
C -3.19 4.09 -3.75 -0.6067
C -3.70 3.07 -2.96 -0.1622
H -1.58 3.30 -0.35 0.4978
H -0.69 5.15 -1.72 0.4409
H -1.72 5.65 -3.93 0.3486
H -3.64 4.30 -4.72 0.3829
H -4.54 2.47 -3.27 0.4162
```

Its LUMO energy is 3.60 eV. The value obtained for the gap between HOMO and LUMO is 0.265 hartree. The total energy comes out at -7886.9529 hartree. The molar mass is 1245.69 g/mol. Its charge is -2. For the energy above the lowest of the compared OMol25 structures with the same formula, charge and spin, the calculation gives 0.0 kJ/mol. The value obtained for the HOMO energy is -0.133 Ha.

---

[5]
The following is a quantum chemistry calculation of a 2-piece molecular cluster, C3H11NO3 overall at a distorted geometry, from the Open Molecules 2025 dataset.

```
18
Properties=species:S:1:pos:R:3:mulliken_charge:R:1
C -0.05 1.17 -0.12 -0.7109
O -1.36 1.34 -0.54 -0.5562
C 0.18 -0.29 0.49 0.3473
C 1.67 -0.23 0.93 -0.6880
O 2.13 -1.40 1.48 -0.4663
N -0.75 -0.38 1.55 -0.5489
H 0.90 1.18 -0.86 0.2316
H 0.22 1.90 0.77 0.3781
H -1.97 0.71 -0.85 0.3780
H 0.13 -1.12 -0.26 0.3221
H 1.74 0.51 1.77 0.2772
H 2.53 0.28 0.27 0.2616
H 1.96 -2.07 0.84 0.3024
H -1.44 0.52 1.52 0.2920
H -1.04 -1.31 1.70 0.1916
H -1.95 -0.82 -3.36 0.2965
H -1.37 0.44 -2.80 0.3170
O -1.54 -0.43 -2.54 -0.6253
```

Its LUMO energy is 0.46 eV. The value obtained for the gap between HOMO and LUMO is 0.337 hartree. The total energy comes out at -401.2788 hartree. The molar mass is 109.12 g/mol. Its charge is 0. For the energy above the lowest of the compared OMol25 structures with the same formula, charge and spin, the calculation gives 352.4 kJ/mol. The value obtained for the HOMO energy is -0.320 Ha.

---

[6]
The following is a quantum chemistry calculation of a single CH3NO2S3 molecule at a distorted geometry, from the Open Molecules 2025 dataset.

```
10
Properties=species:S:1:pos:R:3:mulliken_charge:R:1
C -0.75 0.08 -1.28 0.6718
N 0.41 -0.11 -0.50 -0.1868
O -2.35 -0.24 -2.84 -0.4735
O -1.30 1.17 -1.40 -0.6299
S -1.25 -1.25 -2.29 0.1514
S 1.17 -1.65 -0.38 -0.1309
S 0.85 1.10 0.53 -0.1171
H -2.52 0.59 -2.30 0.4130
H 1.80 -1.46 -1.63 0.1781
H 1.63 1.89 -0.20 0.1239
```

Its LUMO energy is 0.31 eV. The value obtained for the gap between HOMO and LUMO is 0.344 hartree. The total energy comes out at -1439.6325 hartree. The molar mass is 157.24 g/mol. Its charge is 0. For the energy above the lowest of the compared OMol25 structures with the same formula, charge and spin, the calculation gives 45.1 kJ/mol. The value obtained for the HOMO energy is -0.333 Ha.

---

Which of these has the lowest molar mass? C3H11NO3

---

What is the formula in the third record? C9H8MnN2O4